No. 1
{"formula": "C5H7NOS", "method": "ωB97M-V with the def2-TZVPD basis set", "total_charge": 0, "multiplicity": 1, "homo_energy_ev": -7.131, "e_above_lowest_kj_mol": 756.1, "fmax_ev_per_a": 5.30, "total_energy_ha": -722.63010, "species": ["C", "C", "C", "C", "C", "N", "O", "S", "H", "H", "H", "H", "H", "H", "H"], "coordinates": [[2.59, 0.54, 0.48], [1.98, -0.45, 1.17], [1.87, 1.54, -0.16], [-0.14, 0.44, 0.25], [-2.61, -1.21, 0.12], [0.52, 1.41, -0.27], [-2.45, 1.54, 0.13], [-1.84, 0.40, 0.79], [3.63, 0.48, 0.48], [1.81, -1.37, 1.67], [2.36, 2.30, -0.78], [-1.91, -1.92, 0.49], [-2.40, -1.40, -0.99], [-3.57, -1.13, 0.49], [0.15, 2.17, -0.69]], "lowdin_charge": [-0.236, 0.188, -0.169, -0.230, -0.209, -0.060, -0.555, 0.842, 0.085, 0.018, 0.111, 0.018, 0.084, 0.004, 0.107]}


No. 2
{"formula": "C36H37F3IrN6O4S4", "method": "ωB97M-V with the def2-TZVPD basis set", "total_charge": 2, "multiplicity": 2, "homo_energy_ev": [-12.689, -12.666], "s_squared": 0.753, "e_above_lowest_kj_mol": 86.1, "fmax_ev_per_a": 1.93, "total_energy_ha": -4019.68607, "species": ["Ir", "N", "C", "C", "C", "C", "C", "C", "S", "N", "C", "C", "C", "C", "C", "C", "N", "H", "H", "H", "H", "H", "H", "H", "H", "H", "S", "C", "C", "C", "N", "C", "C", "C", "C", "C", "N", "C", "C", "H", "H", "H", "H", "H", "H", "H", "H", "F", "C", "F", "F", "S", "O", "O", "O", "O", "S", "C", "C", "C", "C", "H", "H", "H", "H", "H", "H", "H", "H", "C", "N", "C", "C", "C", "C", "C", "C", "C", "C", "H", "H", "H", "H", "H", "H", "H", "H", "H", "H", "H", "H"], "coordinates": [[-0.43, 0.85, 0.28], [-3.26, 3.61, 1.60], [-3.23, 3.82, 2.99], [-3.86, 4.93, 3.53], [-3.83, 5.14, 4.90], [-3.15, 4.26, 5.72], [-2.50, 3.15, 5.18], [-2.56, 2.93, 3.81], [-1.84, 1.44, 3.19], [-1.71, 1.83, 1.50], [-2.45, 2.75, 0.95], [-2.40, 2.81, -0.53], [-3.21, 3.63, -1.31], [-3.13, 3.54, -2.69], [-2.24, 2.65, -3.26], [-1.44, 1.87, -2.44], [-1.51, 1.95, -1.12], [-3.79, 4.28, 1.06], [-4.38, 5.63, 2.88], [-4.33, 6.01, 5.31], [-3.12, 4.42, 6.79], [-1.98, 2.47, 5.83], [-3.91, 4.32, -0.87], [-3.76, 4.16, -3.31], [-2.16, 2.55, -4.34], [-0.71, 1.18, -2.83], [4.80, 0.21, 4.25], [3.31, 0.41, 3.30], [3.13, 1.52, 2.48], [2.00, 1.61, 1.69], [1.06, 0.65, 1.69], [1.20, -0.40, 2.52], [2.31, -0.55, 3.33], [5.90, -0.01, 2.87], [6.11, -1.28, 2.34], [6.92, -1.41, 1.23], [7.51, -0.38, 0.62], [7.34, 0.82, 1.16], [6.56, 1.06, 2.28], [3.86, 2.31, 2.44], [1.83, 2.44, 1.02], [0.40, -1.12, 2.51], [2.40, -1.42, 3.97], [5.66, -2.15, 2.80], [7.11, -2.39, 0.80], [7.85, 1.64, 0.67], [6.47, 2.06, 2.68], [-4.93, -1.76, -0.30], [-4.14, -1.13, 0.55], [-4.68, -1.12, 1.76], [-3.96, 0.13, 0.14], [-2.51, -1.99, 0.70], [-2.76, -3.37, 0.89], [-1.96, -1.71, -0.73], [-1.74, -1.22, 1.63], [1.03, 0.36, -1.14], [1.75, -0.98, -1.48], [3.03, -0.45, -2.64], [4.37, -1.05, -2.17], [4.09, -1.98, -0.99], [2.95, -1.34, -0.19], [3.00, 0.64, -2.60], [2.73, -0.77, -3.63], [5.04, -0.25, -1.86], [4.85, -1.58, -2.99], [4.96, -2.11, -0.35], [3.79, -2.97, -1.33], [3.26, -0.39, 0.26], [2.50, -1.99, 0.56], [-4.44, -1.14, -3.71], [-3.54, -2.08, -3.10], [-3.94, -3.46, -3.34], [-2.17, -1.84, -3.52], [-1.16, -2.65, -2.75], [-0.24, -3.47, -3.39], [0.66, -4.25, -2.68], [0.67, -4.22, -1.30], [-0.21, -3.38, -0.62], [-1.10, -2.62, -1.36], [-5.46, -1.31, -3.35], [-4.46, -1.21, -4.81], [-4.16, -0.12, -3.45], [-4.98, -3.59, -3.02], [-3.32, -4.15, -2.77], [-3.88, -3.73, -4.41], [-1.96, -0.78, -3.40], [-2.02, -2.06, -4.60], [-0.27, -3.53, -4.47], [1.33, -4.91, -3.21], [1.35, -4.85, -0.74], [-0.20, -3.34, 0.46]], "lowdin_spin": [0.857, -0.002, 0.000, 0.000, 0.000, 0.000, 0.000, 0.000, 0.004, 0.008, 0.001, 0.008, -0.002, 0.007, -0.001, 0.006, 0.008, 0.000, 0.000, 0.000, 0.000, 0.000, 0.000, 0.000, 0.000, 0.000, 0.000, -0.001, 0.001, 0.008, 0.009, 0.003, 0.000, 0.000, 0.000, 0.000, 0.000, 0.000, 0.000, 0.000, 0.005, 0.001, 0.000, 0.000, 0.000, 0.000, 0.000, 0.000, 0.000, 0.000, 0.000, 0.005, 0.003, 0.000, 0.037, 0.024, 0.008, 0.000, 0.000, 0.000, 0.000, 0.000, 0.000, 0.000, 0.000, 0.000, 0.000, 0.000, 0.000, 0.000, 0.000, 0.000, 0.000, 0.000, 0.000, 0.000, 0.000, 0.000, 0.000, 0.000, 0.000, 0.000, 0.000, 0.000, 0.000, 0.000, 0.000, 0.000, 0.000, 0.000, 0.000]}


No. 3
{"formula": "CHO2S2", "method": "ωB97M-V with the def2-TZVPD basis set", "total_charge": -1, "multiplicity": 1, "smiles": "O=S(=O)=C[S-]", "homo_energy_ev": -3.705, "e_above_lowest_kj_mol": 220.4, "fmax_ev_per_a": 3.33, "total_energy_ha": -985.55365, "species": ["O", "S", "O", "C", "S", "H"], "coordinates": [[1.04, -0.50, 1.70], [0.99, 0.40, 0.45], [0.05, 1.50, 0.86], [-0.30, -0.21, -0.74], [-1.28, -1.50, -0.65], [-0.52, 0.31, -1.63]], "lowdin_charge": [-0.593, 0.551, -0.594, -0.841, 0.516, -0.039]}


No. 4
{"formula": "C3H10O", "method": "ωB97M-V with the def2-TZVPD basis set", "total_charge": 0, "multiplicity": 1, "smiles": "CC.CO", "homo_energy_ev": -10.378, "e_above_lowest_kj_mol": 67.6, "fmax_ev_per_a": 1.48, "total_energy_ha": -195.50317, "species": ["C", "C", "H", "H", "H", "H", "H", "H", "C", "O", "H", "H", "H", "H"], "coordinates": [[2.70, -0.45, 0.04], [1.76, 0.73, -0.02], [2.33, -1.20, 0.77], [2.65, -0.95, -0.93], [3.75, -0.23, 0.26], [0.82, 0.40, -0.34], [2.10, 1.48, -0.76], [1.62, 1.20, 0.97], [-1.76, -0.60, -0.08], [-2.77, 0.37, 0.16], [-1.51, -1.04, 0.90], [-0.91, -0.21, -0.58], [-2.16, -1.41, -0.70], [-2.75, 0.98, -0.57]], "lowdin_charge": [-0.176, -0.171, 0.068, 0.061, 0.067, -0.001, 0.076, 0.075, -0.157, -0.112, 0.089, 0.037, 0.077, 0.068]}


No. 5
{"formula": "C7H14N2", "method": "ωB97M-V with the def2-TZVPD basis set", "total_charge": 0, "multiplicity": 1, "homo_energy_ev": -7.908, "e_above_lowest_kj_mol": 471.2, "fmax_ev_per_a": 4.01, "total_energy_ha": -384.45240, "species": ["C", "C", "C", "C", "C", "C", "C", "N", "N", "H", "H", "H", "H", "H", "H", "H", "H", "H", "H", "H", "H", "H", "H"], "coordinates": [[-0.96, -0.72, -0.05], [0.90, -0.62, 0.37], [-1.48, -0.88, -1.43], [1.87, 0.41, 0.96], [1.54, -1.21, -0.88], [-0.77, 0.62, 0.51], [-0.63, 1.79, -0.19], [-1.14, 0.62, 1.95], [-2.10, 1.33, 2.26], [-1.35, -1.45, 0.67], [0.83, -1.40, 1.14], [-2.46, 1.86, 1.44], [-2.18, -1.72, -1.50], [-2.04, -0.02, -1.82], [-0.68, -1.01, -2.17], [2.81, -0.09, 1.21], [1.51, 0.85, 1.89], [2.09, 1.21, 0.24], [1.51, -0.48, -1.70], [2.58, -1.48, -0.69], [1.06, -2.13, -1.21], [-0.67, 1.83, -1.28], [-0.25, 2.69, 0.29]], "lowdin_charge": [-0.166, -0.282, -0.074, -0.093, -0.104, -0.443, -0.005, -0.022, 0.072, 0.127, 0.116, 0.060, 0.083, 0.082, 0.071, 0.086, 0.073, 0.080, 0.085, 0.079, 0.077, 0.045, 0.052]}


No. 6
{"formula": "C3H3MgO", "method": "ωB97M-V with the def2-TZVPD basis set", "total_charge": 0, "multiplicity": 2, "homo_energy_ev": [-7.138, -8.038], "s_squared": 0.751, "e_above_lowest_kj_mol": 0.0, "fmax_ev_per_a": 2.68, "total_energy_ha": -391.31877, "species": ["C", "C", "H", "H", "C", "O", "Mg", "H"], "coordinates": [[0.17, -0.89, -0.87], [0.86, 0.20, -0.87], [0.06, -1.93, -1.18], [1.74, 0.75, -1.21], [-0.38, 0.22, 0.06], [-0.29, 0.06, 1.40], [-0.87, 0.87, 2.98], [-1.29, 0.72, -0.31]], "lowdin_spin": [0.005, 0.005, 0.000, 0.000, 0.016, 0.190, 0.782, 0.002]}